Density functional theory data (the ωB97M-V functional and the def2-TZVPD basis) for an isolated molecule of C5H15BSi.

Element x y z (Å)
B 0.78639 -0.37105 0.24335
C 1.41351 -1.26135 -0.83991
C 2.16639 0.07741 2.11446
C -3.55888 0.43528 0.21896
C 1.65260 0.75868 0.83033
C -0.78346 -0.41669 0.55206
Si -2.01940 0.00915 -0.78027
H 2.17211 -0.65394 -1.25279
H 0.80142 -1.61003 -1.61162
H 1.89623 -2.16179 -0.43637
H 2.63895 -0.94923 1.94304
H 1.44961 -0.08004 2.81976
H 2.92077 0.77134 2.56468
H -4.26181 0.77038 -0.51738
H -4.05778 -0.24620 0.91694
H -3.23011 1.29001 0.81177
H 2.41000 0.81467 0.05824
H 1.28392 1.75282 0.99349
H -0.96182 -1.52071 0.81318
H -1.15272 0.08967 1.40959
H -1.48237 1.06776 -1.72400
H -2.31090 -1.29677 -1.66464

Forces on the atoms, in the same order (eV/Å):
-3.0 1.3 -0.1
0.8 -0.8 1.3
3.6 0.4 -1.5
0.5 0.5 -0.3
0.6 -1.2 -0.4
1.2 -2.7 -0.2
-0.1 -2.2 -0.4
1.2 0.3 -0.8
-1.3 -0.5 -1.1
0.1 0.1 0.1
-0.4 1.4 0.0
-2.3 -0.3 1.9
-0.3 -0.9 -0.1
-0.8 0.4 -0.2
0.5 -0.3 -0.5
-0.3 0.3 0.0
0.9 0.5 0.4
-0.6 0.3 0.3
-0.2 1.1 -0.6
0.1 0.9 0.9
-0.5 -0.2 0.5
0.3 1.4 0.7

Properties
Structure (SMILES) = CCB(C)C[SiH2]C
Gap between HOMO and LUMO = 10.43 eV
Energy relative to the best compared isomer or geometry (same formula, charge and spin) = 0.0 kcal per mole
Max |F| = 0.0764 Eh/bohr
HOMO = -9.69 eV

Results of the Löwdin charge analysis, in e, for atoms 1 through 6: B -0.497; C -0.015; C -0.092; C -0.262; C -0.178; C -0.271



Density functional theory data (the ωB97M-V functional and the def2-TZVPD basis) for a structure of composition C5H15ClINOOsP.

Element x y z (Å)
C 1.79579 -1.67171 0.05250
I 3.13274 2.16964 0.84898
H 0.58775 -1.94920 0.07006
H 2.14106 -2.31661 0.87587
H 2.03657 -1.92078 -1.07484
Os -1.37044 0.25256 -0.55612
P -0.18750 0.36887 -2.39807
C 1.34766 0.89522 -3.29291
C -0.90583 -1.22254 -3.18048
H -2.38349 1.25403 -2.09180
H -1.61345 1.98884 -3.68104
H -1.10335 2.59668 -1.97979
C -1.44420 1.68781 -2.60517
H -1.78759 -1.42689 -2.63974
H -1.09177 -1.03989 -4.33902
H 1.20453 1.00590 -4.38532
H 2.10883 0.13037 -3.08098
H -0.14202 -2.00602 -3.06851
H 1.63049 1.83674 -2.82425
C 0.52472 -0.06005 -0.26222
O 1.74192 -0.06477 0.22907
Cl -3.37863 -0.62860 0.05970
N -0.69612 -0.15828 1.54321
H -0.59160 0.54983 2.22708
H 0.14110 -0.75420 1.71689
H -1.49556 -0.77684 1.86832

Forces on the atoms, in the same order (eV/Å):
-3.4 -2.0 -2.6
0.3 0.8 0.1
2.8 0.3 0.0
1.0 1.1 0.0
0.4 0.7 2.7
1.3 -0.7 4.5
0.8 -0.9 -6.6
0.3 -0.4 1.4
1.9 1.7 -2.1
-0.1 1.1 -1.4
-0.2 -0.5 1.0
-0.5 -1.0 -1.2
0.1 1.1 1.6
-1.3 -0.7 0.3
0.2 -0.2 2.4
-0.5 -0.2 0.5
0.0 0.3 -0.2
-0.3 0.1 0.0
0.3 0.2 -0.2
1.8 2.3 0.6
-4.5 -3.0 -2.3
0.7 0.2 -0.6
-0.8 -3.0 1.4
-0.1 1.7 0.9
-0.8 0.4 0.1
0.8 0.8 -0.2

Properties
Gap between HOMO and LUMO (spin up / spin down) = 5.30 / 3.59 eV
Energy relative to the best compared isomer or geometry (same formula, charge and spin) = 0.0 kcal per mole
⟨S²⟩ = 6.0284
Max |F| = 0.1305 Eh/bohr
HOMO (spin up / spin down) = -19.25 / -18.75 eV
Multiplicity = 5
Charge = +3

Results of the Löwdin charge analysis, in e, for atoms 1 through 6: C 0.127; I 0.482; H 0.141; H 0.145; H 0.163; Os 1.090



Density functional theory data (the ωB97M-V functional and the def2-TZVPD basis) for a structure of composition C5H15F3N2Si2.

Element x y z (Å)
C -2.58532 0.04481 0.82229
C -1.07958 -1.96084 1.40476
C 2.56254 -0.46132 -0.26806
C 1.18988 2.35683 -0.38041
C -0.04155 0.10854 -1.92674
N -1.45839 -0.81718 0.65983
N -0.09758 0.34867 1.01875
F -0.86085 0.62931 3.64331
F 1.31742 -0.46196 3.38519
F 1.11430 1.95543 2.96908
Si 0.92337 0.48221 -0.33711
Si 0.37455 0.58793 2.64941
H -3.35421 -0.58626 0.48030
H -2.57787 0.44146 1.74971
H -2.50792 0.79398 0.15362
H -1.08327 -1.72270 2.43648
H -1.85043 -2.58891 1.34065
H -0.20005 -2.31282 1.08558
H 3.10653 -0.39766 0.72721
H 2.49647 -1.45276 -0.31263
H 3.29556 -0.18997 -1.15462
H 1.18721 2.87151 0.67756
H 2.17117 2.73208 -0.88524
H 0.42362 2.95004 -0.94836
H -0.13212 -0.93413 -2.25562
H -1.06723 0.22650 -1.84896
H 0.33743 0.66620 -2.79262

Forces on the atoms, in the same order (eV/Å):
0.5 -4.4 -2.4
-2.3 2.8 -0.3
2.1 4.0 -0.2
1.5 2.6 0.2
1.6 -1.3 -0.4
-0.2 -0.1 1.2
3.0 1.5 2.5
-0.8 -0.2 0.0
0.1 -0.5 -0.3
0.1 0.3 -0.2
0.3 1.5 -0.6
0.1 0.3 -1.3
-2.2 -0.3 0.5
-0.3 0.9 3.4
0.5 2.8 -2.2
0.5 0.8 1.3
-2.8 -3.5 -0.4
3.3 -1.4 -1.0
-0.5 0.8 -1.1
-0.9 -4.4 -0.6
-1.4 -0.2 1.9
0.1 -1.2 -1.9
-1.4 -0.8 0.9
0.3 -0.9 0.4
1.0 -0.3 0.1
-2.2 1.4 0.5
-0.1 0.0 0.3

Properties
Gap between HOMO and LUMO (spin up / spin down) = 7.59 / 7.02 eV
⟨S²⟩ = 2.0083
Max |F| = 0.0984 Eh/bohr
HOMO (spin up / spin down) = -7.02 / -9.25 eV
Multiplicity = 3

Results of the Löwdin charge analysis, in e, for atoms 1 through 6: C -0.032; C -0.043; C -0.177; C -0.211; C -0.173; N -0.041



Density functional theory data (the ωB97M-V functional and the def2-TZVPD basis) for a structure of composition C5H15IOSb.

Element x y z (Å)
C 3.09818 0.98776 0.09189
O 1.93018 0.48573 0.65110
C 1.62323 -0.86612 0.33315
C 0.47424 -1.01444 -0.69139
C -0.18252 0.30981 -1.10692
C -1.10734 0.91852 -0.06747
Sb -2.93366 -0.16880 0.50435
I -1.43217 -1.54684 2.71602
H 3.99143 0.72900 0.68077
H 3.02282 2.07593 0.05804
H 3.24954 0.61440 -0.93167
H 2.54028 -1.32069 -0.07180
H 1.37144 -1.37100 1.26173
H 0.87717 -1.50397 -1.58550
H -0.30451 -1.66748 -0.29422
H -0.75564 0.15488 -2.03144
H 0.62439 1.00907 -1.36638
H -0.56910 1.18557 0.84503
H -1.60089 1.81428 -0.46612
H -2.53843 -1.54816 -0.52191
H -4.30845 -1.01470 1.13240
H -3.20774 1.14952 1.63464
H -3.86243 0.58773 -0.77432

Forces on the atoms, in the same order (eV/Å):
0.3 0.0 -0.3
-0.4 0.1 0.3
0.2 -0.1 -0.2
0.0 0.1 -0.1
0.0 -0.1 -0.1
0.1 0.1 0.1
-0.4 0.4 -0.7
0.3 -0.2 0.4
0.0 -0.1 0.0
0.0 0.0 0.0
0.0 0.1 0.0
-0.2 -0.1 0.1
-0.1 0.0 0.1
-0.1 0.0 0.0
0.2 -0.1 0.1
0.1 -0.2 0.1
-0.2 0.1 0.0
-0.1 -0.1 0.0
0.2 0.0 0.1
0.0 0.0 0.1
0.0 -0.1 0.0
0.0 0.0 0.1
0.0 0.0 0.1

Properties
Gap between HOMO and LUMO = 7.35 eV
Max |F| = 0.0170 Eh/bohr
HOMO = -4.09 eV
Charge = -1

Results of the Löwdin charge analysis, in e, for atoms 1 through 6: C -0.147; O -0.221; C -0.230; C -0.208; C -0.309; C -0.465



Density functional theory data (the ωB97M-V functional and the def2-TZVPD basis) for the ion C5H15N2 with charge +1.

Element x y z (Å)
C 1.02837 -0.97841 -0.50861
N 0.41259 -0.52574 -1.77972
C -0.41322 -1.60285 -2.34738
C -0.17003 -0.77190 0.61122
N -0.83060 0.58616 0.46899
C 0.04735 1.71062 0.98902
C -0.03625 1.62005 2.53058
H 1.86738 -0.25867 -0.34412
H 1.47698 -1.91524 -0.55986
H 1.07647 -0.02882 -2.43184
H -0.66284 -2.40843 -1.64423
H 0.01089 -2.20970 -3.14868
H -1.28683 -1.08710 -2.94229
H 0.22684 -0.94714 1.64542
H -0.85099 -1.65501 0.35813
H -1.62686 0.45130 1.11192
H -1.10641 0.71428 -0.50916
H -0.19937 2.66939 0.48527
H 1.23465 1.57697 0.75860
H 0.90852 1.08059 2.78575
H 0.09723 2.51249 3.07502
H -0.97688 1.21709 2.88620

Forces on the atoms, in the same order (eV/Å):
-1.3 4.7 0.1
0.7 -0.4 0.3
-1.3 1.1 -2.6
2.2 -2.7 -1.4
1.1 -1.4 0.8
2.4 0.5 0.2
1.6 -0.6 -0.8
-0.6 -0.5 0.4
0.2 -2.0 0.3
-1.1 -1.3 0.9
-0.5 0.9 0.2
0.8 0.3 -0.1
1.0 -1.3 1.7
-0.6 0.6 -0.9
0.2 1.8 0.6
0.0 0.8 -0.7
0.1 -0.2 -0.1
-0.4 -0.7 0.5
-3.2 -0.2 -0.1
-1.4 -0.3 0.5
0.0 1.5 0.1
0.1 -0.5 0.2

Properties
Structure (SMILES) = CC[NH2+]CCNC
Gap between HOMO and LUMO = 10.18 eV
Energy relative to the best compared isomer or geometry (same formula, charge and spin) = 53.6 kcal per mole
Max |F| = 0.0956 Eh/bohr
HOMO = -12.98 eV
Charge = +1

Results of the Löwdin charge analysis, in e, for atoms 1 through 6: C -0.171; N -0.158; C -0.134; C -0.093; N 0.027; C -0.162



Density functional theory data (the ωB97M-V functional and the def2-TZVPD basis) for the ion C5H15N2 with charge +1.

Element x y z (Å)
C 0.64481 -1.06174 -1.24368
N -0.33677 -1.82163 -0.36640
C -1.54603 -2.41760 -1.01588
C 0.74992 0.32872 -0.63900
N 0.28207 0.38879 0.74619
C -0.40424 1.65389 1.17389
C 0.62368 2.72369 1.50715
H 0.35775 -1.13291 -2.28557
H 1.54801 -1.66099 -1.15664
H -0.55761 -1.13015 0.37595
H -2.15045 -2.86872 -0.23958
H -1.21584 -3.14293 -1.74400
H -2.08560 -1.62781 -1.53436
H 0.26698 1.14189 -1.18553
H 1.80297 0.63629 -0.67367
H 1.05543 0.27593 1.39107
H 0.16020 -2.57308 0.09989
H -0.90734 1.28440 2.05439
H -1.08698 1.96970 0.38624
H 1.13740 2.62009 2.45602
H 1.38987 2.70471 0.70667
H 0.27177 3.70949 1.18685

Forces on the atoms, in the same order (eV/Å):
-0.4 -1.2 0.7
-0.3 -0.8 -0.9
0.4 0.6 -0.1
1.4 1.8 0.4
-0.5 -0.1 -0.2
1.1 -1.0 0.2
0.4 0.5 -2.3
-0.3 0.3 -0.1
0.4 0.5 0.0
-0.1 0.5 0.4
-0.2 -0.1 0.0
0.0 -0.3 -0.1
-0.1 0.0 0.1
-0.4 -0.5 -0.3
0.0 -0.2 -0.2
0.1 -0.2 -0.1
0.1 -0.1 0.1
-0.7 0.6 0.3
-0.1 -0.1 0.2
-0.3 0.3 0.2
0.2 -0.6 0.4
-0.4 0.2 1.4

Properties
Structure (SMILES) = CCNCC[NH2+]C
Gap between HOMO and LUMO = 10.55 eV
Energy relative to the best compared isomer or geometry (same formula, charge and spin) = 27.3 kcal per mole
Max |F| = 0.0472 Eh/bohr
HOMO = -13.55 eV
Charge = +1

Results of the Löwdin charge analysis, in e, for atoms 1 through 6: C -0.081; N -0.025; C 0.014; C -0.192; N -0.119; C -0.230



- Which of these has the highest max |F|?
  C5H15ClINOOsP



- Look up the max |F| of the second one.
  0.1305 Eh/bohr